Record 1
Formula: C9H21Cl12O4SSi
Source: the Open Molecules 2025 dataset
Level of theory: wB97M-V/def2-TZVPD

Summary:
- Highest occupied orbital energy: -6.031 eV
- Total charge: -1
- E: -6866.6538 hartree

Atoms and positions in Å:
C -2.271 0.938 1.213
Si -1.865 1.181 -0.609
C -0.640 2.578 -0.749
C -3.469 1.720 -1.438
O -1.341 -0.309 -1.211
S -0.050 -0.393 -2.168
O 1.107 -0.201 -1.311
O -0.210 0.662 -3.152
O -0.130 -1.739 -2.725
H -1.370 0.778 1.797
H -2.947 0.105 1.349
H -2.741 1.853 1.566
H 0.354 2.336 -0.399
H -1.038 3.409 -0.167
H -0.603 2.909 -1.781
H -3.680 2.710 -1.043
H -3.319 1.773 -2.512
H -4.274 1.043 -1.187
C 3.677 1.014 -2.858
Cl 3.397 2.139 -1.533
Cl 5.008 1.549 -3.912
H 3.932 0.048 -2.441
H 2.767 0.943 -3.441
C 1.523 0.911 3.586
Cl -0.158 1.138 4.097
Cl 1.675 1.125 1.847
H 2.143 1.637 4.097
H 1.831 -0.096 3.840
C 1.583 -3.975 -1.274
Cl 1.096 -5.596 -0.729
Cl 3.345 -3.845 -1.420
H 1.134 -3.773 -2.238
H 1.240 -3.244 -0.554
C 6.755 1.891 0.146
Cl 7.822 3.299 0.267
Cl 5.975 1.515 1.686
H 5.982 2.102 -0.585
H 7.347 1.037 -0.158
C -3.120 -1.536 4.310
Cl -3.417 -2.401 2.803
Cl -4.339 -0.288 4.614
H -3.144 -2.245 5.129
H -2.150 -1.057 4.244
C -4.629 -2.734 -1.138
Cl -5.269 -4.136 -0.261
Cl -4.717 -1.256 -0.178
H -3.589 -2.918 -1.381
H -5.212 -2.597 -2.040

=====

Record 2
Formula: C3H6INOS
Source: the Open Molecules 2025 dataset
Level of theory: wB97M-V/def2-TZVPD

Summary:
- Relative energy (zero: lowest compared OMol25 entry of this formula, charge and spin): 1.578 eV
- Highest occupied orbital energy: -9.179 eV
- Total charge: 0
- E: -943.7303 hartree

Atoms and positions in Å:
C 0.875 0.329 1.772
C 0.201 -0.167 -1.887
C -0.709 -0.362 -0.553
N -0.063 1.092 1.998
O -1.740 -1.234 -0.745
S 0.549 -1.055 0.659
I 2.884 0.163 2.636
H 0.754 0.800 -1.471
H 0.985 -0.986 -2.086
H -0.396 -0.009 -2.728
H -1.131 0.652 -0.335
H 0.043 1.872 2.664
H -2.252 -1.095 0.075

=====

Record 3
Formula: C5H10
Source: the Open Molecules 2025 dataset
Level of theory: wB97M-V/def2-TZVPD

Summary:
- Relative energy (zero: lowest compared OMol25 entry of this formula, charge and spin): 1.872 eV
- Highest occupied orbital energy: -9.340 eV
- Total charge: 0
- E: -196.4396 hartree
- SMILES: C=CC.C=C

Atoms and positions in Å:
C -1.722 0.362 0.319
C -1.025 -0.645 0.833
C -0.289 -1.668 0.020
H -1.769 0.522 -0.757
H -2.260 1.070 0.944
H -0.983 -0.770 1.915
H -0.893 -2.580 -0.032
H 0.674 -1.938 0.468
H -0.105 -1.319 -1.001
C 0.995 1.614 -0.724
C 1.814 0.722 -0.183
H 0.922 1.752 -1.800
H 0.337 2.223 -0.110
H 1.847 0.568 0.894
H 2.458 0.087 -0.786

=====

Record 4
Formula: C7H13N2OS
Source: the Open Molecules 2025 dataset
Level of theory: wB97M-V/def2-TZVPD

Summary:
- Relative energy (zero: lowest compared OMol25 entry of this formula, charge and spin): 2.775 eV
- Highest occupied orbital energy (spin up / spin down): -12.045 / -12.043 eV
- Total charge: +1
- E: -857.1286 hartree

Atoms and positions in Å:
C -2.468 -0.105 -0.077
C -2.172 -1.249 0.882
C -0.994 -0.773 1.676
C -0.801 1.707 -0.959
C 0.114 2.537 -0.075
C -0.361 0.132 0.684
C 0.917 -1.203 -0.739
N -1.308 0.604 -0.173
N 2.371 -0.754 -0.572
O -3.442 0.264 -0.667
S 0.835 1.341 1.113
H -3.096 -1.519 1.358
H -1.792 -1.980 0.168
H -1.373 -0.293 2.534
H -0.463 -1.573 2.126
H -1.717 2.311 -1.258
H -0.179 1.489 -1.850
H 1.019 3.024 -0.584
H -0.442 3.270 0.659
H 0.606 -1.043 -1.717
H 0.531 -2.078 -0.268
H 2.326 0.217 -0.401
H 3.018 -0.911 -1.449
H 2.737 -1.274 0.257

=====

Record 5
Formula: C17H35F6O21S2V3
Source: the Open Molecules 2025 dataset
Level of theory: wB97M-V/def2-TZVPD

Summary:
- Highest occupied orbital energy (spin up / spin down): -3.936 / -5.650 eV
- Total charge: -1
- 2S+1: 2
- E: -6476.4966 hartree

Atoms and positions in Å:
O -16.893 11.068 12.220
V -17.454 9.625 12.514
O -16.651 8.992 13.753
O -21.382 10.854 18.162
V -20.747 10.078 16.904
O -19.230 9.668 17.299
O -22.458 12.425 11.088
V -22.747 10.961 11.505
O -24.160 10.738 12.076
C -18.913 11.205 8.548
F -19.711 11.501 7.533
F -17.747 10.820 8.046
F -18.731 12.383 9.247
S -19.637 9.813 9.586
O -20.846 10.385 10.169
O -19.838 8.697 8.686
O -18.620 9.546 10.624
S -20.493 10.284 14.130
O -20.420 11.251 15.192
O -20.889 9.106 14.904
O -21.536 10.687 13.205
O -19.214 10.061 13.488
C -23.833 11.468 15.604
O -23.300 10.464 16.501
C -23.745 9.083 16.232
C -23.263 8.151 17.360
O -21.869 8.274 17.576
C -21.415 7.348 18.583
H -23.549 11.188 14.590
H -23.342 12.423 15.790
H -24.916 11.593 15.585
H -23.358 8.730 15.276
H -24.829 9.014 16.149
H -23.554 7.119 17.165
H -23.933 8.395 18.185
H -21.763 7.690 19.557
H -20.329 7.281 18.511
H -21.841 6.351 18.470
C -21.891 7.841 11.682
O -22.811 8.752 11.139
C -23.119 8.375 9.826
C -24.144 9.343 9.145
O -23.655 10.624 9.400
C -24.185 11.617 8.502
H -20.848 8.075 11.470
H -22.072 6.811 11.374
H -22.060 7.888 12.758
H -23.492 7.358 9.707
H -22.226 8.413 9.202
H -25.065 9.296 9.726
H -24.354 9.071 8.111
H -23.855 12.610 8.807
H -25.264 11.637 8.653
H -23.948 11.376 7.466
C -22.608 15.263 12.593
O -21.436 15.292 13.356
C -20.790 13.993 13.567
C -19.767 13.937 12.373
O -18.605 14.675 12.665
C -17.592 14.689 11.715
H -23.444 14.766 13.085
H -22.325 14.856 11.622
H -22.927 16.301 12.498
H -21.494 13.162 13.579
H -20.323 14.187 14.533
H -20.293 14.332 11.504
H -19.557 12.906 12.092
H -16.804 15.308 12.144
H -17.881 15.129 10.761
H -17.220 13.688 11.495
C -16.975 12.418 15.771
C -16.515 11.266 16.687
O -16.081 11.755 17.943
C -16.940 12.157 18.901
O -18.210 12.146 18.677
C -16.362 12.801 20.165
F -16.884 14.029 20.443
F -16.549 11.973 21.252
F -15.026 13.022 20.030
H -17.001 12.085 14.734
H -16.272 13.251 15.799
H -17.979 12.730 16.058
H -15.654 10.781 16.227
H -17.275 10.489 16.767

=====

Record 6
Formula: C46H36CrN2O3Si
Source: the Open Molecules 2025 dataset
Level of theory: wB97M-V/def2-TZVPD

Summary:
- Highest occupied orbital energy (spin up / spin down): -4.595 / -4.144 eV
- Total charge: -1
- 2S+1: 2
- E: -3443.8748 hartree

Atoms and positions in Å:
Cr -0.298 0.951 -1.169
O -2.154 1.076 -1.436
C -2.918 2.119 -1.463
C -4.314 1.955 -1.342
C -5.171 3.029 -1.306
C -4.672 4.326 -1.438
C -3.320 4.521 -1.590
C -2.402 3.455 -1.590
C -1.014 3.735 -1.684
N -0.077 2.833 -1.514
N 1.199 3.260 -1.538
C 2.019 2.230 -1.441
O 1.561 1.030 -1.392
C 3.455 2.466 -1.387
C 3.944 3.770 -1.305
C 5.300 3.997 -1.224
C 6.189 2.933 -1.244
C 5.708 1.635 -1.327
C 4.351 1.395 -1.383
H -4.674 0.941 -1.231
H -6.231 2.869 -1.157
H -5.344 5.173 -1.383
H -2.934 5.525 -1.696
H -0.701 4.765 -1.851
H 3.231 4.579 -1.303
H 5.669 5.009 -1.155
H 7.252 3.117 -1.206
H 6.397 0.804 -1.357
H 3.964 0.387 -1.426
O -0.404 -0.989 -1.153
Si -0.461 -2.545 -1.026
C -1.542 -3.034 0.462
C -2.303 -2.066 1.109
C -3.105 -2.395 2.188
C -3.149 -3.703 2.645
C -2.375 -4.674 2.032
C -1.586 -4.335 0.948
C -1.116 -3.318 -2.650
C -1.121 -4.684 -2.916
C -1.594 -5.186 -4.117
C -2.071 -4.319 -5.086
C -2.053 -2.953 -4.854
C -1.583 -2.465 -3.647
C 1.277 -3.290 -0.760
C 2.149 -3.398 -1.838
C 3.441 -3.865 -1.678
C 3.883 -4.239 -0.420
C 3.028 -4.148 0.667
C 1.742 -3.665 0.496
H -2.254 -1.043 0.758
H -3.700 -1.631 2.675
H -3.778 -3.966 3.485
H -2.391 -5.694 2.400
H -0.984 -5.097 0.473
H -0.749 -5.376 -2.172
H -1.600 -6.255 -4.299
H -2.461 -4.708 -6.017
H -2.415 -2.271 -5.614
H -1.576 -1.399 -3.463
H 1.804 -3.110 -2.820
H 4.108 -3.937 -2.528
H 4.891 -4.612 -0.288
H 3.366 -4.457 1.650
H 1.085 -3.586 1.351
C -2.390 2.612 5.443
C -1.483 1.616 5.117
C -1.078 1.430 3.810
C -1.577 2.239 2.787
C -2.517 3.220 3.125
C -2.907 3.410 4.435
C -1.257 2.033 1.383
C -0.187 1.453 0.813
C 1.065 1.169 1.503
C 1.732 -0.044 1.301
C 2.958 -0.291 1.886
C 3.565 0.677 2.673
C 2.924 1.889 2.879
C 1.691 2.136 2.302
H -2.706 2.754 6.466
H -1.095 0.966 5.888
H -0.393 0.631 3.568
H -2.947 3.829 2.340
H -3.634 4.176 4.669
H -2.056 2.386 0.741
H 1.273 -0.780 0.659
H 3.457 -1.236 1.715
H 4.544 0.503 3.103
H 3.395 2.652 3.487
H 1.209 3.095 2.446

=====

Record 7
Formula: C3H12O4
Source: the Open Molecules 2025 dataset
Level of theory: wB97M-V/def2-TZVPD

Summary:
- Relative energy (zero: lowest compared OMol25 entry of this formula, charge and spin): 1.604 eV
- Highest occupied orbital energy (spin up / spin down): -14.705 / -14.700 eV
- Total charge: +1
- 2S+1: 2
- E: -422.0762 hartree

Atoms and positions in Å:
C -1.401 -0.945 -0.433
O -0.227 -1.027 0.331
C -2.473 -0.333 0.359
C -3.210 0.689 -0.098
H -1.498 -1.964 -0.823
H -1.181 -0.320 -1.325
H 0.162 -0.149 0.637
H -2.740 -0.821 1.294
H -4.027 1.130 0.469
H -3.132 1.187 -1.061
H 1.314 -1.196 -0.468
H 2.641 -2.083 -0.703
O 2.159 -1.282 -0.912
H 2.936 0.296 -0.619
H 3.765 1.211 0.207
O 2.906 1.193 -0.227
H -0.020 2.188 0.843
H 1.395 1.395 0.607
O 0.518 1.421 1.061

=====

Record 8
Formula: C16H44O6
Source: the Open Molecules 2025 dataset
Level of theory: wB97M-V/def2-TZVPD

Summary:
- Relative energy (zero: lowest compared OMol25 entry of this formula, charge and spin): 2.815 eV
- Highest occupied orbital energy: -9.807 eV
- Total charge: 0
- E: -1087.3190 hartree
- SMILES: CC(C)O.CC(C)O.CC(C)O.CC(C)O.CC(C)O.CO

Atoms and positions in Å:
C -0.161 -1.828 2.545
C 1.040 -2.351 3.240
C 2.165 -1.390 3.346
O 0.756 -2.721 4.601
H -0.882 -2.643 2.481
H 0.006 -1.486 1.524
H -0.690 -1.129 3.193
H 1.337 -3.322 2.845
H 2.789 -1.285 2.458
H 2.894 -1.632 4.119
H 1.809 -0.411 3.667
H -0.168 -2.951 4.724
C 0.335 4.180 1.494
C 1.863 4.309 1.871
C 2.371 5.803 1.908
O 1.973 3.739 3.092
H -0.295 4.737 2.188
H 0.078 3.123 1.553
H 0.160 4.508 0.470
H 2.409 3.580 1.272
H 3.431 6.004 2.063
H 1.890 6.328 2.733
H 2.161 6.195 0.913
H 1.617 4.398 3.692
C 4.359 -2.377 -3.992
C 2.948 -1.902 -3.520
C 1.691 -2.518 -4.068
O 2.844 -2.338 -2.186
H 4.587 -1.930 -4.960
H 4.586 -3.441 -3.932
H 5.191 -1.948 -3.433
H 2.745 -0.833 -3.452
H 1.479 -2.130 -5.064
H 0.793 -2.294 -3.491
H 1.890 -3.573 -4.257
H 3.687 -2.186 -1.752
C -2.794 1.404 -0.493
C -3.865 2.439 -0.677
C -4.415 2.875 0.749
O -3.529 3.558 -1.426
H -1.961 1.638 0.169
H -2.406 1.118 -1.471
H -3.303 0.578 0.004
H -4.504 1.851 -1.336
H -5.165 3.627 0.503
H -3.603 3.363 1.289
H -4.724 1.916 1.164
H -4.356 3.995 -1.642
C -1.167 -2.871 -1.495
C -2.186 -3.332 -0.402
C -3.200 -2.385 0.100
O -2.958 -4.460 -1.010
H -0.796 -1.954 -1.039
H -1.560 -2.840 -2.511
H -0.357 -3.600 -1.473
H -1.639 -3.780 0.428
H -3.719 -1.864 -0.705
H -2.908 -1.693 0.890
H -3.982 -2.892 0.664
H -2.412 -4.910 -1.659
C 0.764 0.623 -1.133
O 1.553 -0.394 -0.500
H -0.023 0.285 -1.808
H 0.311 1.251 -0.366
H 1.399 1.322 -1.677
H 1.816 -1.153 -1.026

=====

Record 9
Formula: C5HBr2O2
Source: the Open Molecules 2025 dataset
Level of theory: wB97M-V/def2-TZVPD

Summary:
- Relative energy (zero: lowest compared OMol25 entry of this formula, charge and spin): 0.031 eV
- Highest occupied orbital energy: -3.997 eV
- Total charge: -1
- E: -5489.5854 hartree

Atoms and positions in Å:
C -0.127 0.345 -0.850
C 2.198 2.385 -0.123
C -0.520 1.088 0.210
C 2.068 1.085 -0.194
C 1.305 0.012 -0.793
O 2.510 3.531 -0.165
O 1.818 -1.064 -1.145
Br -2.391 1.600 -0.058
Br 3.871 0.556 0.136
H -0.811 0.050 -1.690

=====

Record 10
Formula: C3HF3O
Source: the Open Molecules 2025 dataset
Level of theory: wB97M-V/def2-TZVPD

Summary:
- Relative energy (zero: lowest compared OMol25 entry of this formula, charge and spin): 4.154 eV
- Highest occupied orbital energy: -9.286 eV
- Total charge: 0
- E: -489.5846 hartree
- SMILES: FC(F)(F)C1=CO1

Atoms and positions in Å:
F 1.768 0.610 -0.490
C 1.118 -0.480 -0.092
F 1.670 -0.848 1.046
F 1.308 -1.484 -0.953
C -0.571 -0.221 0.161
C -1.506 0.690 0.306
O -1.569 0.568 -0.998
H -2.218 1.164 1.020

=====

Record 11
Formula: C11H10O2
Source: the Open Molecules 2025 dataset
Level of theory: wB97M-V/def2-TZVPD

Summary:
- Relative energy (zero: lowest compared OMol25 entry of this formula, charge and spin): 1.809 eV
- Highest occupied orbital energy: -8.584 eV
- Total charge: 0
- E: -575.5652 hartree
- SMILES: C[C@]12CC(=O)[C@H]1Oc1ccccc12

Atoms and positions in Å:
C -1.471 1.048 0.937
C -0.824 0.528 -0.332
C -0.459 1.556 -1.480
C -1.615 0.981 -2.219
O -2.327 1.537 -3.024
C -1.728 -0.262 -1.298
O -1.020 -1.407 -1.658
C 0.111 -1.481 -0.978
C 0.987 -2.482 -1.130
C 2.079 -2.466 -0.315
C 2.351 -1.433 0.563
C 1.450 -0.385 0.701
C 0.347 -0.409 -0.122
H -0.694 0.835 1.806
H -2.360 0.523 1.070
H -1.667 2.092 0.959
H 0.528 1.532 -1.916
H -0.448 2.659 -1.398
H -2.801 -0.619 -1.040
H 0.634 -3.397 -1.580
H 2.867 -3.300 -0.433
H 3.247 -1.426 1.123
H 1.406 0.319 1.469

=====

Record 12
Formula: C28H37ClHgN4P2
Source: the Open Molecules 2025 dataset
Level of theory: wB97M-V/def2-TZVPD

Summary:
- Relative energy (zero: lowest compared OMol25 entry of this formula, charge and spin): 0.000 eV
- Highest occupied orbital energy: -6.472 eV
- Total charge: 0
- E: -2604.3084 hartree

Atoms and positions in Å:
Hg -0.078 0.587 -0.059
C -2.057 1.846 -7.889
C -2.160 0.574 -7.493
C -1.387 -0.588 -8.031
C 0.067 -0.302 -8.478
C 0.834 0.575 -7.521
C 0.898 1.905 -7.560
C 0.225 2.770 -8.600
C -1.211 2.362 -9.013
C 1.572 0.583 1.360
H -2.673 2.619 -7.417
H -2.949 0.290 -6.792
H -1.944 -1.033 -8.879
H -1.349 -1.370 -7.249
H 0.576 -1.279 -8.514
H 0.065 0.090 -9.505
H 1.426 0.026 -6.778
H 1.565 2.444 -6.874
H 0.847 2.818 -9.516
H 0.170 3.803 -8.214
H -1.692 3.282 -9.387
H -1.172 1.660 -9.858
H 1.173 1.091 2.253
H 2.471 1.097 1.009
H 1.814 -0.465 1.602
P 1.648 -0.436 -1.934
P -1.491 -0.802 -1.907
N 2.702 0.826 -2.443
N 2.826 -1.617 -1.478
N -2.320 0.419 -2.805
N -2.836 -1.797 -1.514
C 0.878 -1.094 -3.442
C -0.544 -1.682 -3.188
C 2.617 2.143 -1.954
C 3.582 2.912 -2.583
C 4.282 2.056 -3.502
C 3.729 0.788 -3.399
C 3.714 -1.506 -0.386
C 4.327 -2.730 -0.186
C 3.834 -3.629 -1.193
C 2.922 -2.931 -1.960
C -2.538 1.724 -2.330
C -2.811 2.545 -3.407
C -2.823 1.727 -4.579
C -2.551 0.430 -4.181
C -3.962 -2.121 -2.292
C -4.829 -2.877 -1.513
C -4.210 -3.056 -0.226
C -2.986 -2.414 -0.258
H 1.517 -1.877 -3.878
H 0.845 -0.271 -4.182
H -1.111 -1.687 -4.134
H -0.479 -2.732 -2.838
H 1.881 2.394 -1.208
H 3.769 3.964 -2.422
H 5.093 2.342 -4.158
H 3.946 -0.136 -3.914
H 3.812 -0.574 0.158
H 5.047 -2.978 0.585
H 4.110 -4.662 -1.342
H 2.332 -3.240 -2.808
H -2.464 1.949 -1.273
H -2.968 3.615 -3.403
H -2.963 2.038 -5.599
H -2.482 -0.482 -4.755
H -4.015 -1.805 -3.322
H -5.790 -3.252 -1.827
H -4.634 -3.602 0.607
H -2.199 -2.330 0.477
Cl -1.792 3.041 1.241
C -1.810 1.322 1.106
H -1.680 0.864 2.091
H -2.750 1.008 0.648

=====

Q: Which value of total charge does entry 9 give?
A: -1